Entry 1:
Entry from OMol25: a structure of composition C31H35F9HfN4OP2 at a distorted geometry (ωB97M-V with the def2-TZVPD basis set).

maximum force	0.070	Eh/bohr
spin multiplicity	1
E	-3125.3608	Eh
net charge	+2
LUMO level (alpha / beta)	-9.99 / -8.20	eV

Geometry (Å):
C  3.956  0.370  -1.740
F  -0.557  1.403  8.024
H  1.371  -2.914  2.530
C  0.203  -0.099  6.282
P  -2.236  -0.435  -2.011
C  -5.333  -1.167  -4.445
N  -3.724  -0.940  -2.848
H  2.094  1.633  3.717
C  -5.354  -2.337  -3.606
C  2.329  -3.541  -2.942
C  -4.346  -2.185  -2.658
H  5.027  1.778  -4.550
C  2.846  -3.408  -5.153
H  -0.912  -2.004  -3.243
H  3.146  -3.663  -6.160
C  -0.978  2.532  2.882
C  1.424  1.491  2.869
H  2.426  -1.212  -5.246
H  -0.385  -3.290  2.678
H  -2.037  -0.246  0.996
C  -1.583  1.181  2.567
H  -3.508  1.866  -0.595
H  -3.957  0.599  -4.342
C  -3.012  2.211  -1.489
H  1.227  -0.607  0.134
H  2.132  -3.814  -1.914
H  -1.600  4.198  -3.735
O  0.037  -0.302  4.906
H  -0.278  2.052  0.314
C  -4.310  -0.352  -3.981
H  2.705  -0.035  2.050
H  -5.989  -0.952  -5.279
C  -1.293  0.447  1.403
C  -1.065  -0.916  -3.366
C  -0.303  -1.325  7.089
C  0.434  -2.653  3.061
N  -2.491  1.285  -2.420
H  1.814  0.993  -0.146
H  3.890  0.017  -0.718
C  -0.571  1.176  6.689
H  5.900  1.382  -2.001
C  -0.280  0.948  0.382
H  -0.647  0.635  -0.618
H  -1.141  2.762  3.952
C  0.307  -0.222  -3.404
C  -2.766  3.497  -1.944
F  2.407  -1.012  6.418
H  0.197  0.839  -3.155
F  -0.029  2.268  6.074
F  0.154  -2.469  6.514
C  2.739  -4.298  -4.035
H  -1.424  1.535  -4.293
H  0.687  -0.286  -4.435
C  4.482  1.292  -3.753
F  2.219  1.082  5.830
H  -6.030  -3.176  -3.699
C  1.690  0.120  6.632
F  0.123  -1.313  8.380
H  -2.517  0.979  3.099
H  -4.007  -2.828  -1.860
H  -1.504  3.330  2.330
C  4.947  1.072  -2.416
C  0.551  2.689  2.591
N  2.174  -2.209  -3.343
H  0.616  -2.964  4.112
C  1.754  0.497  1.935
C  1.162  0.426  0.540
P  1.551  -0.923  -2.241
C  3.211  0.741  -3.845
H  -1.574  -0.773  -4.335
F  -1.859  1.108  6.271
H  2.513  0.742  -4.668
H  0.909  3.503  3.243
N  2.879  0.158  -2.620
H  2.932  -5.363  -4.044
C  -2.024  3.378  -3.168
C  2.485  -2.142  -4.705
H  0.692  3.081  1.573
H  -3.074  4.424  -1.470
Hf  0.046  -0.521  3.024
F  1.867  0.520  7.915
C  -1.900  2.027  -3.453
F  -1.658  -1.371  7.086

=====

Entry 2:
Entry from OMol25: a structure of composition C14H33GeN2O2S5Si3Ti (ωB97M-V with the def2-TZVPD basis set).

maximum force	0.005	Eh/bohr
spin multiplicity	2
E	-6599.1942	Eh
⟨S²⟩	0.762
LUMO level (alpha / beta)	-0.47 / -0.46	eV

Geometry (Å):
C  -0.936  -0.977  -3.435
H  1.561  -3.161  -2.808
C  3.675  -1.691  0.263
H  -2.284  -3.624  -0.720
H  -2.245  -0.872  2.290
H  -0.086  -1.569  -3.783
H  0.536  4.030  1.417
H  -3.316  -0.669  -0.232
N  -0.154  3.492  1.941
H  3.928  -0.376  -2.687
H  4.652  -1.953  -0.151
H  -3.839  -0.721  -1.925
O  -2.091  1.943  1.076
H  -1.757  -1.123  -4.142
H  3.782  -0.754  0.812
H  -5.479  3.325  0.636
C  -1.899  -3.310  -1.693
C  0.880  -1.153  3.195
H  2.860  0.779  -1.873
H  0.094  3.466  2.925
H  3.246  -3.492  -2.401
Ge  0.289  -0.966  -0.188
S  4.155  7.006  -0.792
Si  2.392  -1.534  -1.104
Ti  -0.081  1.466  0.615
C  0.393  -3.883  1.874
H  -2.095  -2.287  3.338
S  3.720  4.363  0.500
H  -2.654  -3.548  -2.447
S  0.088  2.809  -1.284
H  -1.701  4.936  2.041
H  0.509  -0.127  3.317
H  -1.011  -3.910  -1.904
H  -0.641  0.074  -3.466
C  2.279  -3.195  -1.986
H  1.955  -3.977  -1.295
C  1.506  3.716  -0.769
C  2.907  -0.210  -2.333
H  -2.557  -2.477  1.640
H  -0.157  -4.433  1.107
H  -4.279  2.375  -0.294
H  -4.705  1.885  1.367
Si  -1.459  -1.480  -1.699
C  2.385  3.285  0.160
H  1.458  -4.004  1.669
C  -4.578  2.726  0.690
H  -2.791  0.586  -1.359
H  3.393  -2.473  0.972
C  -2.366  3.125  1.333
C  3.289  5.628  -0.604
Si  -0.094  -2.066  1.859
S  2.261  1.763  1.027
H  0.182  -4.346  2.842
S  1.837  5.276  -1.483
H  0.795  -1.641  4.170
C  -3.003  -0.483  -1.262
O  -3.570  3.628  1.215
C  -1.917  -1.916  2.324
H  2.243  -0.207  -3.200
H  1.939  -1.075  2.940
N  -1.445  4.001  1.764